Record 1
# C6H8N2O3S

One molecule with the formula C6H8N2O3S in a non-equilibrium geometry (ωB97M-V with the def2-TZVPD basis set, the Open Molecules 2025 dataset).

Energy relative to the best compared isomer or geometry (same formula, charge and spin) = 70.8 kcal per mole
Gap between HOMO and LUMO = 9.4 eV
HOMO level = -10.042 eV

```
! wB97M-V def2-TZVPD RIJCOSX def2/J DEFGRID3
* xyz 0 1
S -1.049 0.135 0.943
O -0.884 0.847 2.193
O -2.272 0.380 0.238
O 0.430 2.833 -0.003
N -0.929 1.992 -1.585
N 0.056 -0.607 -1.298
C 1.086 -1.399 -1.323
C 2.099 -0.896 -0.383
C 1.706 0.217 0.269
C 0.371 0.380 -0.334
C -0.045 1.889 -0.564
C -1.035 -1.621 1.659
H -0.047 -1.993 1.895
H -1.510 -2.061 0.864
H 2.051 0.940 0.983
H 3.070 -1.385 -0.413
H -1.769 1.497 -1.596
H -1.481 -1.815 2.574
H -0.963 2.920 -1.965
H 1.113 -2.253 -2.154
*
```

Want to see where the charge sits? The natural (NBO) charges in e are:
1 S 2.0963
2 O -0.9302
3 O -0.9346
4 O -0.5432
5 N -0.8204
6 N -0.4163
7 C 0.0623
8 C -0.2567
9 C -0.1910
10 C -0.2029
11 C 0.6759
12 C -0.7980
13 H 0.2366
14 H 0.2210
15 H 0.2760
16 H 0.2241
17 H 0.4240
18 H 0.2514
19 H 0.3942
20 H 0.2315

Record 2
# C26H58FeP4Se

C26H58FeP4Se as an isolated structure in a non-equilibrium geometry (ωB97M-V with the def2-TZVPD basis set, the Open Molecules 2025 dataset).

Gap between HOMO and LUMO (alpha / beta) = 6.3 / 4.1 eV
HOMO level (alpha / beta) = -15.623 / -16.082 eV

```
! wB97M-V def2-TZVPD RIJCOSX def2/J DEFGRID3
* xyz 3 6
Se 0.766 4.495 -1.379
Fe 0.115 0.585 -0.097
P -0.073 -2.646 0.678
P 1.915 -0.067 -1.463
P 1.448 1.254 1.708
P -1.894 1.134 1.119
C -2.944 -2.661 0.592
C 0.763 -5.474 0.599
C -0.481 -2.790 2.490
C -1.195 4.507 -3.583
C -1.832 -4.425 -0.819
C -1.746 5.072 -4.738
C -0.329 7.021 -4.481
C 0.243 6.460 -3.343
C -1.313 6.320 -5.200
C -0.166 5.179 -2.903
C 3.237 -1.273 -1.048
C 0.841 1.282 3.437
C -3.526 0.987 0.267
C -1.892 2.948 1.483
C -1.695 -3.038 -0.206
C 2.932 1.421 -1.848
C -0.841 1.329 -1.873
C 1.181 -4.022 0.366
C 1.885 3.022 1.504
C -1.109 -4.113 2.928
C 2.484 -3.767 1.136
C 3.121 0.546 1.949
C -1.219 -0.051 -1.741
C -2.401 0.442 2.756
C 1.562 -0.698 -3.160
C 0.690 -2.402 3.396
H 3.074 -0.532 2.145
H 2.507 3.323 2.355
H -1.563 2.102 -1.602
H 2.744 -2.705 1.220
H 4.004 -1.247 -1.838
H -3.865 -0.056 0.232
H 3.318 -4.267 0.616
H 0.189 3.066 -1.403
H 3.757 0.736 1.078
H 1.350 -3.254 3.598
H -1.248 -2.001 2.589
H -1.607 -2.325 -1.044
H -1.954 -5.199 -0.055
H -1.223 3.186 2.317
H -0.010 -5.831 -0.082
H 1.016 6.989 -2.781
H 2.443 -4.192 2.150
H -1.538 0.285 3.409
H -0.047 1.915 3.541
H -0.344 -4.846 3.210
H 1.371 -3.901 -0.713
H 1.647 -6.108 0.432
H 1.134 -1.708 -3.094
H -3.084 1.155 3.241
H -1.704 -3.913 3.832
H -2.829 -1.678 1.062
H -1.553 3.546 -3.214
H -2.918 3.238 1.746
H -0.003 8.008 -4.810
H 3.569 1.185 -2.710
H -0.985 -4.669 -1.463
H 0.613 0.272 3.797
H -3.803 -2.607 -0.091
H -2.928 -0.513 2.642
H 1.640 1.702 4.062
H -0.761 -0.791 -2.398
H -2.735 -4.453 -1.443
H 2.289 2.278 -2.088
H 0.853 -0.051 -3.688
H 3.714 -1.032 -0.092
H -2.519 4.536 -5.284
H 3.568 1.040 2.820
H -1.567 3.509 0.598
H -4.271 1.576 0.822
H -3.197 -3.393 1.368
H -3.469 1.369 -0.758
H -2.236 -0.288 -1.432
H 0.296 -2.067 4.366
H 2.445 3.169 0.572
H 1.287 -1.582 2.972
H -0.167 1.609 -2.683
H 3.560 1.687 -0.991
H 2.823 -2.290 -0.994
H 0.426 -5.647 1.626
H -1.732 6.754 -6.109
H 0.978 3.639 1.475
H -1.780 -4.551 2.184
H 2.498 -0.750 -3.735
*
```

Want to see where the charge sits? The Löwdin charges in e are:
1 Se 1.1309
2 Fe 0.2531
3 P 1.1162
4 P 0.7675
5 P 0.7522
6 P 0.7960
7 C -0.1056
8 C -0.0874
9 C -0.5430
10 C -0.0650
11 C -0.1035
12 C 0.0002
13 C 0.0036
14 C -0.0711
15 C 0.0401
16 C -0.5023
17 C -0.2258
18 C -0.2295
19 C -0.2287
20 C -0.2307
21 C -0.5424
22 C -0.2358
23 C -0.2659
24 C -0.5269
25 C -0.2698
26 C -0.0859
27 C -0.1286
28 C -0.2284
29 C -0.1366
30 C -0.2244
31 C -0.2290
32 C -0.1152
33 H 0.0383
34 H 0.0757
35 H 0.0391
36 H 0.0326
37 H 0.0783
38 H 0.0433
39 H 0.1039
40 H -0.1137
41 H 0.0362
42 H 0.0791
43 H 0.0577
44 H 0.0417
45 H 0.0823
46 H 0.0370
47 H 0.0562
48 H 0.1230
49 H 0.0835
50 H 0.0219
51 H 0.0361
52 H 0.0798
53 H 0.0890
54 H 0.1040
55 H 0.0623
56 H 0.0775
57 H 0.1033
58 H 0.0123
59 H 0.0904
60 H 0.0690
61 H 0.1398
62 H 0.0714
63 H 0.0772
64 H 0.0300
65 H 0.1014
66 H 0.0433
67 H 0.0770
68 H 0.0567
69 H 0.0983
70 H -0.0144
71 H 0.0467
72 H 0.0282
73 H 0.1349
74 H 0.0753
75 H 0.0213
76 H 0.0747
77 H 0.0886
78 H 0.0456
79 H 0.0597
80 H 0.0958
81 H 0.0107
82 H 0.0263
83 H 0.0550
84 H 0.0424
85 H 0.0290
86 H 0.0674
87 H 0.1463
88 H 0.0159
89 H 0.0629
90 H 0.0744

Record 3
# C4H5NO2S

A 2-piece molecular cluster, C4H5NO2S overall in a non-equilibrium geometry (ωB97M-V with the def2-TZVPD basis set, the Open Molecules 2025 dataset).

Energy relative to the best compared isomer or geometry (same formula, charge and spin) = 166.6 kcal per mole
Gap between HOMO and LUMO = 8.0 eV
HOMO level = -7.688 eV

```
! wB97M-V def2-TZVPD RIJCOSX def2/J DEFGRID3
* xyz 0 1
S 0.376 2.033 -1.283
O -0.926 -2.030 1.527
O -2.460 1.960 -1.246
N 2.354 -0.800 -0.170
C 1.204 -1.176 0.400
C 0.176 -1.656 0.816
C -0.548 1.622 0.330
C -1.282 1.753 -0.721
H 2.847 -0.241 0.492
H -0.830 -2.937 1.341
H -0.210 0.797 0.922
H -3.019 1.170 -1.244
H 2.318 -0.497 -1.165
*
```

Want to see where the charge sits? The natural (NBO) charges in e are:
1 S -0.0320
2 O -0.6410
3 O -0.6460
4 N -0.8356
5 C 0.0472
6 C 0.1462
7 C -0.3424
8 C 0.2507
9 H 0.3924
10 H 0.4900
11 H 0.2553
12 H 0.5078
13 H 0.4075

Record 4
# C27H34AsN4O3PPbS

C27H34AsN4O3PPbS as an isolated structure in a non-equilibrium geometry (ωB97M-V with the def2-TZVPD basis set, the Open Molecules 2025 dataset).

Energy relative to the best compared isomer or geometry (same formula, charge and spin) = 7.9 kcal per mole
Gap between HOMO and LUMO = 7.8 eV
HOMO level = -13.418 eV

```
! wB97M-V def2-TZVPD RIJCOSX def2/J DEFGRID3
* xyz 2 1
Pb 0.373 0.048 0.379
As -1.202 -3.811 -2.090
S 1.063 -1.682 -1.995
P -2.064 1.257 1.012
O -3.731 -1.886 -0.687
O 0.489 -3.231 -2.043
O -1.613 -1.223 -0.472
N 2.960 -3.348 -1.055
N 3.316 -1.082 -0.718
N 1.150 2.311 -0.500
N 2.642 0.105 -0.798
C -0.467 1.592 3.194
C -1.506 -4.718 -0.420
C -1.544 0.837 2.705
C 2.160 4.760 -1.325
C 4.242 -3.763 -0.464
C -3.518 4.872 2.336
C 2.971 3.636 -1.286
C 0.375 3.398 -0.550
C 0.052 1.346 4.455
C -2.058 -0.194 3.483
C -2.881 2.877 1.153
C 2.444 2.424 -0.867
C -0.484 0.327 5.235
C -3.985 4.677 -0.016
C -2.898 -1.095 -0.258
C -3.389 0.092 0.560
C 3.289 1.202 -0.844
C -4.030 5.410 1.164
C -1.529 -0.442 4.745
C 0.835 4.640 -0.950
C -2.949 3.605 2.339
C 5.410 -3.620 -1.431
C 4.781 1.281 -0.881
C -2.147 -2.661 -3.304
C -0.859 -5.335 -3.215
C 2.607 -2.072 -1.149
C -3.399 3.421 -0.027
H -0.088 0.134 6.224
H -1.638 -2.768 -4.261
H -1.799 -5.868 -3.361
H 2.565 5.713 -1.644
H -4.146 0.618 -0.020
H 5.198 0.371 -0.456
H -2.506 -5.143 -0.478
H -0.657 3.267 -0.254
H 5.191 -4.100 -2.386
H 5.138 1.366 -1.911
H 5.144 2.142 -0.323
H 0.164 5.488 -0.962
H -3.563 5.440 3.258
H -2.143 -1.638 -2.959
H -2.877 -0.807 3.128
H -1.437 -4.046 0.426
H 6.296 -4.093 -1.006
H -3.346 2.859 -0.955
H 4.128 -4.795 -0.145
H -0.150 -6.003 -2.737
H -1.943 -1.239 5.350
H 4.005 3.690 -1.599
H -4.404 5.086 -0.927
H -0.064 2.408 2.595
H 5.639 -2.569 -1.613
H 2.448 -4.012 -1.610
H -0.755 -5.502 -0.369
H 0.874 1.947 4.828
H -4.462 6.403 1.169
H -2.583 3.186 3.266
H -3.894 -0.285 1.449
H -0.475 -5.027 -4.184
H 4.404 -3.146 0.417
H -3.167 -3.027 -3.366
*
```

Want to see where the charge sits? The Löwdin charges in e are:
1 Pb 1.3797
2 As 1.2125
3 S 0.9504
4 P 0.9502
5 O 0.0310
6 O -0.7318
7 O -0.3522
8 N 0.0206
9 N 0.0318
10 N -0.0121
11 N -0.1738
12 C -0.1736
13 C -0.1443
14 C -0.4587
15 C -0.0080
16 C -0.2074
17 C -0.0537
18 C 0.0166
19 C -0.1133
20 C -0.0572
21 C -0.0656
22 C -0.3719
23 C -0.2140
24 C -0.0497
25 C -0.0640
26 C -0.6965
27 C -0.2158
28 C -0.2588
29 C -0.0564
30 C -0.0493
31 C -0.0139
32 C -0.0701
33 C -0.0711
34 C 0.0007
35 C -0.1557
36 C -0.1859
37 C -0.6021
38 C -0.1193
39 H 0.1183
40 H 0.0630
41 H 0.0647
42 H 0.1292
43 H 0.1051
44 H 0.0791
45 H 0.0679
46 H 0.0664
47 H 0.0800
48 H 0.1097
49 H 0.0935
50 H 0.1237
51 H 0.1166
52 H 0.0346
53 H 0.1046
54 H 0.0471
55 H 0.0845
56 H 0.1100
57 H 0.1201
58 H 0.0513
59 H 0.1182
60 H 0.1235
61 H 0.1150
62 H 0.1046
63 H 0.0674
64 H 0.1230
65 H 0.0579
66 H 0.1182
67 H 0.1167
68 H 0.1032
69 H 0.0972
70 H 0.0556
71 H 0.1150
72 H 0.0680

no.,calculated total energy (eV)
1,-26306.669
2,-164764.252
3,-20642.957
4,-126850.247